Molecular formula: C18H49FN7O6P2S2
Method: DFT, ωB97M-V with the def2-TZVPD basis set

As for the charge: -1. As for the largest force on an atom: 6.711 eV/Å. The total energy comes out at -85138.9027 eV.

Structure (XYZ):
```
85
Properties=species:S:1:pos:R:3:mulliken_charge:R:1
C 3.00443 -3.79874 6.68619 -1.67
C 2.46525 -3.45618 5.28678 0.66
C 3.03762 -2.16600 4.66997 -1.16
C 0.91534 -3.47042 5.20147 -0.85
S 0.12028 -2.35569 6.39818 1.13
O 1.11102 -1.39676 6.85314 -0.73
O -0.33472 -3.15871 7.51012 -0.65
N -1.02984 -1.47999 5.61517 -0.45
S -2.44790 -2.26170 5.34813 1.16
O -3.30560 -1.29609 4.67942 -0.75
O -3.11666 -2.77848 6.51252 -0.65
C -2.17743 -3.54703 4.08557 -0.50
C -2.19116 -5.02030 4.57186 -0.43
F -1.81418 -5.20478 5.87701 -0.23
H 3.96080 -4.32496 6.54847 0.47
H 2.35918 -4.49018 7.23895 0.34
H 3.17968 -2.91658 7.30297 0.34
H 2.77516 -4.28394 4.63103 0.55
H 3.99713 -1.87776 5.10799 0.43
H 3.13491 -2.33310 3.59228 0.25
H 2.32784 -1.34487 4.76618 0.11
H 0.60588 -4.49444 5.41752 0.48
H 0.65356 -3.12677 4.19785 -0.01
H -3.01360 -3.44629 3.38757 0.51
H -1.27442 -3.39080 3.49705 0.08
H -3.15878 -5.47672 4.33837 0.30
H -1.45337 -5.56469 3.96088 0.27
O 2.20182 -0.39515 2.23858 -0.89
P 1.56908 0.92593 1.85719 0.96
N 0.61408 0.36879 0.54845 0.26
C 0.23126 1.14272 -0.61150 -0.90
C -0.49813 -0.48586 0.96166 -1.03
N 3.04119 1.66067 1.27954 0.15
C 3.58323 1.23321 -0.00090 -1.08
C 4.09528 1.63930 2.28864 -1.20
N 0.76553 2.51821 1.91137 0.00
C 1.37264 3.73850 1.40994 -0.91
C 0.19769 2.77771 3.25215 -1.09
H -0.58824 1.84508 -0.39659 0.23
H -0.10887 0.47968 -1.40931 0.52
H 1.05817 1.71210 -1.03288 0.06
H -1.32673 0.10413 1.37709 0.38
H -0.17881 -1.19727 1.72443 0.15
H -0.87294 -1.06942 0.11809 0.36
H 3.60494 0.14239 -0.11303 0.28
H 4.60098 1.60961 -0.12794 0.41
H 3.01411 1.65924 -0.82954 0.24
H 4.57299 0.65646 2.36733 0.35
H 3.69340 1.89297 3.27387 0.37
H 4.86117 2.38301 2.05020 0.37
H 2.23524 4.06131 2.00225 0.27
H 0.62516 4.53821 1.44379 0.41
H 1.67587 3.64321 0.37008 0.23
H 0.98027 2.96854 3.99518 0.33
H -0.38094 1.91231 3.58999 0.40
H -0.48287 3.63083 3.23265 0.35
O -0.88442 1.07176 -4.12170 -0.78
P -1.76786 1.29136 -5.33363 0.89
N -1.41885 -0.17553 -6.15081 0.13
C -1.43293 -0.37008 -7.58253 -0.87
C -1.96157 -1.35761 -5.48713 -1.10
N -0.83222 2.60102 -5.99501 0.16
C 0.44463 2.30244 -6.62912 -1.09
C -0.65937 3.68989 -5.03732 -1.20
N -3.13566 1.69310 -6.41129 -0.02
C -3.06260 2.70206 -7.45575 -0.88
C -4.37896 1.89300 -5.63924 -1.08
H -2.45169 -0.46526 -7.98703 0.30
H -0.89207 -1.28479 -7.83515 0.36
H -0.93223 0.43259 -8.12040 0.19
H -3.04216 -1.45953 -5.66779 0.34
H -1.80344 -1.30375 -4.40950 0.28
H -1.46253 -2.26324 -5.83584 0.36
H 1.06686 1.62122 -6.03734 0.30
H 1.00968 3.22141 -6.79676 0.40
H 0.29818 1.87107 -7.62108 0.25
H 0.11205 3.46715 -4.29268 0.36
H -1.59277 3.88588 -4.50103 0.35
H -0.38678 4.61102 -5.55875 0.37
H -2.96693 3.71838 -7.06144 0.28
H -3.98287 2.65769 -8.04746 0.40
H -2.24342 2.51372 -8.14468 0.25
H -4.35415 2.82379 -5.06116 0.34
H -4.52184 1.06549 -4.93696 0.36
H -5.25113 1.91130 -6.29485 0.36
```